A | Density functional theory data (the ωB97M-V functional and the def2-TZVPD basis) for C3H6ClFN2 in the gas phase.

Properties
**HOMO**: -9.2 eV
**SMILES string**: CN/N=C\[C@H](F)Cl
**Frontier orbital gap**: 10.1301 eV
**Lowest unoccupied orbital energy**: 0.95 eV

Atoms and positions in Å:
Cl: -3.2190 -0.3298 -0.3181
F: -1.5383 1.3488 0.7521
N: 1.1144 -0.6490 -0.4181
N: 0.4006 -1.3663 0.5101
C: 1.4600 0.8147 -0.2449
C: -0.7967 -1.0256 0.7039
C: -1.5591 0.1313 0.0059
H: -1.1055 0.2852 -0.9797
H: 1.8902 1.0900 -1.1961
H: 2.1790 1.0361 0.5807
H: 2.0377 -1.1558 -0.5612
H: 0.6268 1.5331 -0.1532
H: -1.4900 -1.7125 1.3185

List of Löwdin charges in e, atom by atom: Cl 0.665; F -0.090; N -0.136; N -0.007; C -0.087; C -0.193; C -0.711; H 0.088; H 0.068; H 0.085; H 0.133; H 0.063; H 0.121


B | Density functional theory data (the ωB97M-V functional and the def2-TZVPD basis) for C3H6ClFN2 in the gas phase.

Properties
**HOMO**: -9.4 eV
**SMILES string**: [H]/N=C(\N)C[C@H](F)Cl
**Frontier orbital gap**: 9.7657 eV
**Lowest unoccupied orbital energy**: 0.32 eV

Atoms and positions in Å:
Cl: -1.3035 2.2048 1.1788
F: -0.6172 2.3033 -1.3691
N: -0.8788 -1.6743 -0.6537
N: 1.0678 -1.0634 1.0253
C: -0.8499 1.3889 -0.3278
C: 0.2642 0.4509 -0.4568
C: 0.1168 -1.0243 0.0040
H: -1.6714 0.7314 -0.7094
H: -1.0784 -2.3991 0.0883
H: 0.5397 0.1528 -1.4403
H: 1.7339 -0.0343 1.1642
H: 1.2112 1.0102 -0.0509
H: 1.4657 -2.0468 1.5471

List of Löwdin charges in e, atom by atom: Cl 0.648; F -0.073; N 0.082; N 0.013; C -0.755; C -0.225; C -0.481; H 0.115; H 0.048; H 0.115; H 0.205; H 0.127; H 0.179


Relative to the most stable one, in hartree, the structures come out at A 0.0000; B 0.0423.


A | Density functional theory data (the ωB97M-V functional and the def2-TZVPD basis) for 2 unconnected molecules or ions with the total composition C3H12NS.

Properties
**Net charge**: +1
**HOMO**: -13.0 eV
**Frontier orbital gap**: 9.4264 eV
**Lowest unoccupied orbital energy**: -3.55 eV

Atoms and positions in Å:
S: 1.0262 -0.4139 0.8405
N: -2.1322 1.1127 0.6299
C: -2.7143 2.2399 -0.2598
C: 1.8650 -0.7448 -0.7661
C: 1.3621 -2.0843 -1.3722
H: 1.6242 -2.8432 -0.5897
H: -1.6967 1.5716 1.3600
H: -3.4092 1.7171 -0.9432
H: 1.9919 0.0196 -1.5955
H: -3.3438 2.8835 0.4625
H: 1.8195 -2.3373 -2.3340
H: 1.5199 0.7313 1.0690
H: -1.9311 2.7789 -0.6353
H: -1.3917 0.3727 0.4535
H: -2.9179 0.6358 1.0489
H: 0.2767 -2.1084 -1.4436
H: 2.8873 -1.0534 -0.3210

List of Löwdin charges in e, atom by atom: S 0.733; N 0.128; C 0.039; C -0.579; C -0.185; H 0.081; H 0.102; H 0.111; H 0.098; H 0.140; H 0.081; H -0.186; H 0.059; H 0.091; H 0.153; H 0.052; H 0.082


B | Density functional theory data (the ωB97M-V functional and the def2-TZVPD basis) for 2 unconnected molecules or ions with the total composition C3H12NS.

Properties
**Net charge**: +1
**HOMO**: -12.6 eV
**Frontier orbital gap**: 9.1717 eV
**Lowest unoccupied orbital energy**: -3.44 eV

Atoms and positions in Å:
S: -1.0368 -0.5515 -0.0465
N: 1.9552 -0.4192 0.5746
C: -1.4800 0.9710 -0.8788
C: 2.9634 0.2744 -0.3710
C: -2.6063 -0.9228 0.7546
H: -3.3429 -1.3768 0.0391
H: -2.1670 1.5414 -0.2628
H: 2.4234 0.2659 -1.3085
H: -0.7270 1.7144 -1.2005
H: 1.7367 -1.3980 0.3790
H: 1.0522 0.1124 0.4534
H: 2.9012 1.3015 0.0616
H: 2.1805 -0.2881 1.5559
H: -3.1831 -0.0367 1.0852
H: 3.8458 -0.3153 -0.6179
H: -2.4637 -1.6286 1.5745
H: -2.0517 0.7560 -1.7917

List of Löwdin charges in e, atom by atom: S 0.765; N 0.085; C -0.415; C 0.019; C -0.396; H 0.063; H 0.036; H 0.086; H 0.051; H 0.142; H 0.039; H 0.122; H 0.155; H 0.055; H 0.105; H 0.039; H 0.048


Relative to the most stable one, in hartree, the structures come out at A 0.0157; B 0.0000.